(1)
The molecule C5H9OP. Source: the OMol25 dataset; level of theory: the ωB97M-V functional and the def2-TZVPD basis.

```
! RIJCOSX wB97M-V def2-TZVPD def2/J DEFGRID3
* xyz 0 1
P -1.18 0.89 0.80
O -1.35 0.43 -0.77
C 0.81 -0.78 -0.32
C 0.03 0.54 -0.48
C -0.01 -1.63 0.56
C -1.04 -0.86 1.42
C 0.59 2.13 -1.18
H 0.59 2.13 -2.25
H 1.81 -0.37 0.23
H 1.10 -1.23 -1.39
H -2.13 -1.40 1.47
H 1.66 2.43 -0.87
H -0.83 -0.66 2.41
H 0.58 -2.16 1.33
H -0.07 2.94 -0.86
H -0.56 -2.40 -0.11
*
```

Orbital gap, eV: 10.05
Structure (SMILES): C[C@@]12CCCP1O2
HOMO energy, eV: -9.023
Relative energy (zero: lowest compared OMol25 entry of this formula, charge and spin), kcal per mole: 51.5
LUMO level, Eh: 0.038
Largest force on an atom, eV/A: 4.555

=====

(2)
A cluster of 2 separate species, C5H9OP in total. Source: the OMol25 dataset; level of theory: the ωB97M-V functional and the def2-TZVPD basis.

```
! RIJCOSX wB97M-V def2-TZVPD def2/J DEFGRID3
* xyz 0 3
P 3.00 -0.98 0.28
O 1.22 0.86 -0.80
C -1.75 1.21 -0.37
C -1.83 -0.21 0.00
C 2.97 -1.46 1.90
C -2.17 1.73 -1.52
C 1.26 -0.23 -0.42
H -1.96 -0.82 -0.89
H -2.68 -0.29 0.61
H -0.94 -0.55 0.51
H 2.91 -0.63 2.56
H -2.74 1.22 -2.35
H 3.12 -2.36 2.28
H -2.03 2.79 -1.58
H 2.89 -2.22 -0.39
H -1.26 1.95 0.18
*
```

Orbital gap (spin up / spin down), eV: 7.32 / 7.50
HOMO energy (spin up / spin down), eV: -6.757 / -9.393
Relative energy (zero: lowest compared OMol25 entry of this formula, charge and spin), kcal per mole: 45.4
LUMO level (spin up / spin down), Eh: 0.021 / -0.069
Largest force on an atom, eV/A: 4.238

=====

(3)
A cluster of 2 separate species, C5H9P in total. Source: the OMol25 dataset; level of theory: the ωB97M-V functional and the def2-TZVPD basis.

```
! RIJCOSX wB97M-V def2-TZVPD def2/J DEFGRID3
* xyz 0 1
P -1.08 0.44 0.80
C -0.86 -1.22 0.23
C -0.62 -2.34 -0.14
C -2.34 0.95 -0.47
C 2.90 0.23 0.59
C 2.14 0.52 -0.45
H 1.98 -0.18 -1.26
H 1.65 1.47 -0.53
H 3.40 -0.72 0.70
H -2.85 1.85 -0.12
H -3.08 0.16 -0.63
H -0.43 -3.32 -0.47
H -2.02 0.07 1.77
H -1.84 1.17 -1.41
H 3.05 0.93 1.39
*
```

Orbital gap, eV: 10.08
Structure (SMILES): C#CPC.C=C
HOMO energy, eV: -9.070
Relative energy (zero: lowest compared OMol25 entry of this formula, charge and spin), kcal per mole: 41.9
LUMO level, Eh: 0.037
Largest force on an atom, eV/A: 0.537

=====

(4)
The molecule C5H9P. Source: the OMol25 dataset; level of theory: the ωB97M-V functional and the def2-TZVPD basis.

```
! RIJCOSX wB97M-V def2-TZVPD def2/J DEFGRID3
* xyz 0 1
P 1.94 -1.15 1.70
C 0.42 0.28 -0.13
C 0.57 -0.34 1.21
C -0.89 -0.33 -0.66
C -0.80 -1.27 -1.58
C 0.05 1.75 0.02
H -0.03 -1.28 -2.29
H -1.66 -0.16 -0.03
H 1.41 -1.68 2.97
H 1.12 0.06 -0.84
H -0.31 -0.15 1.74
H -0.06 1.94 -1.08
H -1.61 -1.88 -1.90
H -0.90 1.81 0.44
H 0.75 2.41 0.43
*
```

Orbital gap, eV: 9.45
Structure (SMILES): [H]/P=C/[C@H](C)C=C
HOMO energy, eV: -9.116
Relative energy (zero: lowest compared OMol25 entry of this formula, charge and spin), kcal per mole: 37.1
LUMO level, Eh: 0.012
Largest force on an atom, eV/A: 4.191

=====

(5)
The molecule C5HF8I. Source: the OMol25 dataset; level of theory: the ωB97M-V functional and the def2-TZVPD basis.

```
! RIJCOSX wB97M-V def2-TZVPD def2/J DEFGRID3
* xyz 0 1
I 0.89 -2.43 1.79
F -0.54 1.54 1.27
F -0.67 1.10 -2.00
F -0.36 -1.02 -1.76
F 1.28 0.26 -2.40
F 0.84 2.52 -0.11
F 1.64 1.49 1.64
F -2.36 -0.46 -0.03
F -2.22 -2.15 1.31
C -0.25 -1.13 0.72
C 0.73 0.18 -0.12
C 0.70 1.47 0.69
C -1.56 -1.19 0.63
C 0.21 0.20 -1.58
H 1.65 -0.37 -0.05
*
```

Orbital gap, eV: 9.68
Structure (SMILES): FC(F)=C(I)C(C(F)(F)F)C(F)(F)F
HOMO energy, eV: -9.487
Relative energy (zero: lowest compared OMol25 entry of this formula, charge and spin), kcal per mole: 0.0
LUMO level, Eh: 0.007
Largest force on an atom, eV/A: 4.547

=====

(6)
The molecule C5HN. Source: the OMol25 dataset; level of theory: the ωB97M-V functional and the def2-TZVPD basis.

```
! RIJCOSX wB97M-V def2-TZVPD def2/J DEFGRID3
* xyz 0 1
N 3.03 0.35 -0.05
C 0.64 -0.32 0.09
C -1.90 -0.15 -0.08
C -2.98 0.30 0.02
C -0.59 -0.31 -0.05
C 1.96 -0.06 0.05
H -3.95 0.78 0.15
*
```

Orbital gap, eV: 9.82
Structure (SMILES): C#CC#CC#N
HOMO energy, eV: -10.208
Relative energy (zero: lowest compared OMol25 entry of this formula, charge and spin), kcal per mole: 7.1
LUMO level, Eh: -0.014
Largest force on an atom, eV/A: 5.252

=====

(7)
The molecule C5HN3O4. Source: the OMol25 dataset; level of theory: the ωB97M-V functional and the def2-TZVPD basis.

```
! RIJCOSX wB97M-V def2-TZVPD def2/J DEFGRID3
* xyz 0 1
O 0.42 -0.14 -0.93
O 0.18 0.16 2.90
O -0.18 -3.59 0.60
O -1.17 2.77 -3.27
N -0.15 -1.37 1.24
N -0.48 0.93 0.93
N -0.82 1.62 -1.23
C -0.20 0.92 -0.28
C -0.15 -0.09 1.78
C 0.00 -2.52 0.96
C 1.45 -0.77 -0.51
C -1.00 2.21 -2.27
H 2.10 -0.13 0.07
*
```

Orbital gap, eV: 8.36
HOMO energy, eV: -9.457
Relative energy (zero: lowest compared OMol25 entry of this formula, charge and spin), kcal per mole: 13.4
LUMO level, Eh: -0.040
Largest force on an atom, eV/A: 3.122

=====

(8)
A structure of composition C60H139N7O16. Source: the OMol25 dataset; level of theory: the ωB97M-V functional and the def2-TZVPD basis.

```
! RIJCOSX wB97M-V def2-TZVPD def2/J DEFGRID3
* xyz 0 1
O -1.70 4.64 -1.37
O -0.71 2.84 -3.34
O 3.78 3.54 -3.53
O 2.12 -3.13 2.74
O 1.48 -6.06 0.34
O -2.48 4.07 1.52
O 0.75 -4.60 -3.64
O -1.91 -2.21 1.19
O -6.24 -0.45 4.00
O 4.62 0.38 -1.96
O -6.02 -1.03 -7.04
O -1.89 -4.56 -3.40
O 1.41 2.74 1.97
O -3.29 4.42 4.89
O -1.87 -4.87 0.78
O -0.23 -2.92 1.62
N 1.89 2.55 -1.69
N 4.55 0.78 -0.59
N -3.20 -2.38 -4.70
N -4.98 0.02 4.49
N -0.91 -1.36 0.72
N -0.95 3.10 3.68
N 1.91 -3.88 -3.60
C -4.87 0.28 6.01
C 3.07 -5.62 -2.35
C -2.43 1.12 5.28
C 2.14 -3.69 1.48
C -1.86 -2.91 -4.86
C 0.95 -3.07 0.79
C -0.66 -2.68 -1.23
C 4.13 -3.23 -2.59
C 5.85 2.86 -1.09
C -5.52 1.55 6.45
C 5.34 2.33 1.21
C -1.75 0.87 1.73
C 3.15 -1.81 -4.30
C 1.77 -2.53 -4.23
C -1.52 3.25 -1.07
C -4.95 2.23 3.23
C 3.81 0.37 1.62
C 2.67 -0.83 -0.41
C 0.19 -5.74 -0.16
C 0.52 -0.46 -1.20
C 0.72 0.52 1.11
C -0.61 -0.22 1.59
C 2.43 2.53 2.95
C -5.56 -0.83 6.72
C -4.34 0.07 2.06
C -3.34 0.22 6.23
C 2.59 2.64 -0.37
C -2.71 0.89 3.80
C 0.83 -1.67 -3.49
C -0.25 -0.75 2.90
C 4.99 -1.58 0.45
C -1.26 -3.36 -3.55
C -4.39 4.97 5.67
C -4.31 0.84 3.43
C 5.60 1.61 -0.14
C 0.83 0.84 -0.40
C -1.58 2.29 -2.30
C 6.88 0.83 -0.13
C 2.44 3.83 -3.72
C -2.10 4.32 5.70
C 4.95 1.28 2.25
C -2.00 -0.69 -1.36
C 2.26 -3.51 -1.02
C 1.30 -2.78 -5.63
C -0.39 3.17 2.38
C -3.11 4.84 0.56
C -3.90 -1.76 -5.91
C 1.83 3.45 0.75
C -0.85 -5.73 1.00
C 4.04 -1.83 -3.14
C -1.01 4.11 1.40
C 2.79 -4.07 -2.42
C -5.44 -1.78 -5.90
C 1.71 3.89 -2.37
C 4.65 4.56 -3.09
C -0.97 4.31 4.55
C -1.26 -5.24 -2.33
C -6.03 0.44 -6.87
C 4.05 -0.30 0.23
C -0.78 -1.29 -0.68
H 1.98 0.01 -0.40
H 4.45 -3.09 -1.56
H -3.70 -3.14 -4.27
H -5.80 -1.33 -4.97
H -3.35 -0.82 -5.87
H 7.11 0.17 0.71
H 2.52 -1.26 -1.40
H -4.18 4.80 0.36
H 5.84 -1.32 1.07
H -2.25 1.67 3.20
H -1.93 2.94 3.54
H 1.18 -3.65 -0.99
H 1.66 0.13 1.48
H 1.02 -1.38 -2.45
H 2.20 -6.25 -2.52
H 5.34 -1.88 -0.54
H 3.62 -2.18 -5.21
H -4.16 6.03 5.80
H -1.49 1.54 2.55
H -1.41 -4.03 0.70
H -1.86 5.22 6.27
H -1.86 -3.57 -5.72
H -2.83 4.65 -0.47
H 5.68 4.28 -2.91
H -0.40 -5.29 1.89
H 2.00 2.92 -4.13
H -2.30 -0.08 3.53
H -5.24 0.16 1.45
H 2.24 1.73 3.66
H 3.55 -0.33 2.41
H -0.07 0.11 3.55
H 0.72 1.48 1.64
H 2.92 0.99 1.56
H 6.83 3.34 -1.07
H 1.15 -2.11 0.33
H 2.53 -4.22 -0.24
H 0.17 1.68 -0.60
H 2.42 2.00 -2.35
H 5.78 0.58 2.35
H 5.14 3.69 -1.01
H -6.06 1.92 5.57
H 0.29 -0.17 -2.22
H 2.12 4.68 -1.74
H 0.51 -0.75 -3.99
H 3.38 2.25 2.49
H -4.43 2.96 3.86
H -1.12 -1.21 3.38
H 4.68 5.36 -3.83
H -2.78 2.15 5.39
H -6.59 -0.68 6.37
H -0.92 2.53 -4.22
H -6.59 0.95 -7.66
H -2.88 -1.26 -1.08
H 3.58 3.09 -0.45
H 1.21 -2.90 2.94
H 7.79 1.40 -0.33
H 4.98 -1.36 -3.43
H -3.65 -2.27 -6.83
H -4.54 4.63 6.69
H -2.53 1.89 -2.64
H -1.20 -4.63 -1.43
H 0.66 -1.35 2.89
H -5.73 -2.82 -6.00
H 1.55 -6.95 0.70
H 5.35 -0.23 -1.94
H -0.90 -2.30 1.32
H 3.04 -0.76 -4.58
H -6.54 0.73 -5.95
H 1.81 1.16 -0.75
H -1.15 -2.16 -5.23
H -6.81 0.30 4.23
H 3.88 -5.90 -3.02
H -0.12 -2.22 -3.50
H -2.00 2.75 -0.23
H 3.44 -5.83 -1.34
H -1.96 0.39 -1.17
H -2.79 5.86 0.75
H -1.10 5.17 3.90
H -0.26 -6.39 -0.91
H 4.71 3.19 0.99
H -3.01 -0.81 6.07
H -0.21 -5.46 -2.53
H -1.18 -6.77 1.04
H 0.66 3.47 2.48
H 2.45 -1.70 0.20
H -0.21 -3.55 -3.76
H -5.56 -0.70 7.80
H -2.93 0.44 7.22
H -3.99 -0.96 2.03
H -4.62 2.53 2.24
H -0.49 3.42 -0.75
H 3.85 -1.02 -2.44
H 5.81 2.52 -2.13
H 0.23 -4.73 -0.56
H 0.01 4.54 4.97
H 2.51 -2.49 -0.75
H 0.63 4.04 -2.39
H -5.30 4.91 5.08
H 1.28 -1.83 -6.17
H -1.36 1.11 5.50
H 4.24 4.92 -2.15
H 0.35 -3.32 -5.70
H -0.70 3.66 0.46
H -6.28 1.52 7.23
H -1.51 -2.67 -2.74
H -2.08 3.42 6.31
H 0.95 3.87 0.28
H -1.99 -0.77 -2.44
H -1.04 4.88 -2.03
H -2.69 0.35 1.93
H -2.67 -1.61 1.17
H -1.02 1.44 -1.91
H 0.63 -3.68 -0.05
H -1.45 -3.40 -1.02
H -5.04 0.89 -6.82
H 2.03 -4.76 1.63
H 2.97 -3.45 0.81
H 2.59 3.50 3.44
H -4.74 2.20 6.85
H -1.79 -6.14 -2.03
H 2.12 -3.33 -6.09
H -0.53 -2.76 -2.31
H -5.94 2.46 3.61
H 2.23 4.61 -4.46
H 0.16 -3.25 -0.79
H 1.48 -0.98 -1.20
H 4.60 1.66 3.21
H 6.85 0.15 -0.98
H -0.67 5.15 1.45
H 2.31 4.39 1.00
H 0.77 -4.87 -4.57
H -5.27 -1.87 6.63
H 2.77 1.59 -0.15
H 6.26 2.79 1.57
H 4.46 -2.39 0.94
H 4.83 -3.81 -3.20
H -3.62 0.56 1.40
H -2.07 1.47 0.88
H -0.53 2.15 2.04
*
```

Orbital gap, eV: 7.35
HOMO energy, eV: -7.140
LUMO level, Eh: 0.008
Largest force on an atom, eV/A: 15.952

=====

- Which value of largest force on an atom does entry 8 give?
  15.952 eV/A

=====

- The highest largest force on an atom belongs to which entry?
  C60H139N7O16

=====

- The highest largest force on an atom belongs to which entry?
  C60H139N7O16

=====

- Among the records above, which one has the highest largest force on an atom?
  C60H139N7O16